1.
The following is a DFT calculation (ωB97M-V/def2-TZVPD) of C31H64Ca2Cl5F3N3O14P2S as an isolated structure in a non-equilibrium geometry.

Structure (XYZ):
```
125
Properties=species:S:1:pos:R:3:mulliken_charge:R:1
C -1.58 2.77 -0.18 -0.79
C -0.81 2.02 1.03 -0.77
C 0.69 1.52 0.68 0.72
C 1.55 2.46 -0.16 -1.38
N 0.80 0.17 0.09 1.06
C 0.42 -0.82 0.95 -1.27
N 1.33 -1.37 1.70 0.56
C 1.05 -2.44 2.62 -0.82
C 2.74 -0.82 1.57 0.77
C 3.64 -1.15 2.74 -1.26
C 3.26 -0.39 4.01 0.10
C 4.42 -0.25 4.99 -1.51
C 4.96 -1.59 5.51 -0.96
C 3.87 -2.53 6.03 0.11
O 2.87 -1.83 6.75 -0.33
C 1.98 -2.74 7.38 -0.78
N -0.89 -1.28 1.01 0.35
C -1.58 -1.32 -0.29 0.42
O -2.61 -0.33 -0.35 -0.05
P -2.45 -2.99 -0.48 -0.35
C -1.29 -4.40 -0.38 -0.51
C -1.25 -5.17 0.97 -1.26
C -3.81 -3.15 0.72 -0.52
C -3.56 -2.58 2.13 -1.39
C -0.58 -1.25 -1.47 -2.01
P -1.72 -1.07 -3.03 0.18
O -1.12 0.16 -3.92 -0.23
O -1.43 -2.43 -3.86 -0.52
C 0.36 -0.03 -1.30 0.17
C 1.65 -0.12 -2.19 -1.81
C 1.66 -1.22 -3.26 -0.04
C 3.00 -1.22 -3.97 0.24
O 3.12 -1.43 -5.13 -0.52
O 4.13 -0.99 -3.21 -0.50
H -1.85 2.12 -1.00 0.36
H -2.54 3.14 0.23 -0.39
H -1.08 3.69 -0.56 0.61
H -1.51 1.26 1.38 0.05
H -0.71 2.72 1.87 1.00
H 1.24 1.49 1.63 0.75
H 1.15 2.62 -1.16 0.51
H 2.56 2.06 -0.23 0.54
H 1.60 3.49 0.27 -0.24
H 1.86 -3.17 2.64 0.42
H 0.14 -2.98 2.37 -0.02
H 0.93 -2.03 3.62 0.34
H 3.17 -1.14 0.62 -0.09
H 2.75 0.28 1.52 -0.46
H 4.62 -0.78 2.44 0.54
H 3.77 -2.23 2.89 0.50
H 2.96 0.62 3.70 0.01
H 2.43 -0.83 4.57 0.43
H 4.00 0.28 5.85 0.37
H 5.19 0.40 4.59 0.54
H 5.49 -2.09 4.70 0.31
H 5.62 -1.37 6.35 0.44
H 4.36 -3.24 6.72 0.10
H 3.44 -3.11 5.21 0.32
H 2.08 -3.75 6.97 0.33
H 0.94 -2.44 7.21 0.26
H 2.17 -2.81 8.45 0.26
H -1.43 -0.86 1.76 0.16
H -3.42 -0.79 -0.62 0.59
H -1.67 -5.11 -1.11 0.62
H -0.27 -4.15 -0.67 0.59
H -1.63 -6.18 0.86 0.25
H -0.21 -5.28 1.28 0.36
H -1.78 -4.66 1.77 0.24
H -3.98 -4.22 0.83 0.32
H -4.74 -2.73 0.34 0.74
H -4.39 -2.79 2.87 0.71
H -3.49 -1.49 2.01 0.34
H -2.62 -2.87 2.58 0.11
H -0.06 -2.20 -1.45 0.70
H -1.38 0.98 -3.50 0.27
H -1.47 -3.17 -3.24 0.48
H -0.18 0.83 -1.69 0.28
H 2.53 -0.19 -1.57 0.73
H 1.73 0.83 -2.72 0.34
H 1.55 -2.22 -2.84 0.31
H 0.94 -1.04 -4.06 0.07
H 4.25 -1.74 -2.62 0.34
Cl -0.07 4.35 0.91 -0.05
Ca -4.57 -0.45 2.66 0.29
Cl 1.46 5.78 0.14 -0.13
C -1.40 1.93 -6.78 -0.11
C -0.59 3.01 -7.47 -0.54
O -1.30 4.15 -7.89 -0.30
C -1.63 5.17 -6.91 0.23
O -0.61 5.56 -6.19 -0.82
C -2.85 4.78 -6.01 0.55
F -3.79 4.08 -6.67 -0.32
F -3.48 5.90 -5.55 -0.29
F -2.55 4.05 -4.91 -0.18
H -2.41 1.73 -7.26 0.03
H -0.84 0.99 -6.78 0.40
H -1.58 2.20 -5.73 -0.39
H -0.19 2.58 -8.40 0.34
H 0.28 3.30 -6.87 0.33
H -2.09 5.94 -7.58 0.17
C 4.01 -5.90 9.35 -0.28
Cl 2.32 -5.66 9.80 -0.16
Cl 4.31 -5.51 7.65 -0.11
H 4.63 -5.25 9.97 0.24
H 4.27 -6.93 9.52 0.32
Cl -3.02 1.86 -9.19 -0.52
Ca -4.84 2.71 1.34 0.60
O 3.78 1.77 1.70 -0.90
H 3.98 2.50 1.11 0.11
C -2.39 8.16 -3.44 -0.30
C -1.28 7.14 -3.46 -0.02
O -0.94 6.94 -2.06 -0.23
S -2.24 7.12 -1.19 1.05
O -2.78 5.82 -0.93 -0.53
O -1.99 8.03 -0.13 -0.58
O -3.17 7.81 -2.28 -0.33
H -2.00 9.17 -3.29 0.30
H -3.00 8.13 -4.33 0.27
H -0.42 7.47 -4.02 0.29
H -1.62 6.19 -3.86 0.00
C -5.04 -6.37 -0.75 -0.87
O -4.31 -5.26 -1.00 -0.67
H -6.01 -6.46 -1.31 0.22
H -4.55 -7.35 -0.99 0.21
H -5.37 -6.52 0.32 0.21
```

The value obtained for the HOMO energy is -0.1304 Eh. The relative energy (zero: lowest compared OMol25 entry of this formula, charge and spin) comes out at 0.0 kcal/mol. As for the spin multiplicity: 1. The total charge is -1. As for the LUMO energy: -0.084 Ha. The value obtained for the HOMO-LUMO gap is 1.26 eV.

---

2.
The following is a DFT calculation (ωB97M-V/def2-TZVPD) of C31H64NO15S7 as an isolated structure in a non-equilibrium geometry.

Structure (XYZ):
```
118
Properties=species:S:1:pos:R:3:mulliken_charge:R:1
C 4.09 0.35 -1.38 -0.93
C 2.96 0.80 -0.46 0.57
O 2.78 2.04 -0.25 -0.47
N 1.94 -0.28 0.00 1.78
H 1.14 0.20 -0.64 -0.39
H 1.92 -1.25 -0.31 0.50
C 1.36 -0.22 1.25 -1.51
H 4.71 1.15 -2.00 0.35
H 3.91 -0.47 -2.17 -0.10
H 5.04 0.06 -0.89 0.46
H 2.16 -0.50 2.08 0.25
H 0.83 -0.96 1.38 0.68
H 0.87 0.65 1.70 0.38
C 3.98 -3.86 -4.03 -0.99
C 2.97 -2.97 -4.78 -0.53
C 1.68 -3.32 -4.43 -0.36
S 1.78 -3.38 -2.65 1.22
O 0.63 -4.21 -2.21 -0.87
O 1.97 -2.02 -2.12 -0.43
C 3.34 -4.16 -2.56 -0.57
H 4.83 -3.35 -3.70 0.41
H 4.07 -4.59 -4.72 0.38
H 2.96 -3.19 -5.75 0.84
H 3.29 -1.86 -4.76 -0.16
H 1.36 -4.26 -4.74 0.58
H 0.99 -2.46 -4.52 -0.18
H 2.81 -5.17 -2.74 0.31
H 3.93 -3.84 -1.64 0.34
C 0.79 6.02 3.09 -1.31
C 1.36 5.03 2.09 -0.13
C 1.72 3.94 2.83 -0.57
S 0.45 3.64 4.10 1.07
O 1.03 3.24 5.34 -0.76
O -0.74 2.99 3.62 -0.46
C 0.08 5.35 4.25 -0.57
H 0.18 6.73 2.64 0.66
H 1.62 6.61 3.42 0.36
H 2.25 5.47 1.45 0.29
H 0.48 4.90 1.72 0.11
H 2.38 4.22 3.47 0.88
H 2.08 2.90 2.25 -0.18
H 0.29 5.70 5.41 0.34
H -0.89 5.55 3.86 0.28
C 1.61 -3.89 3.72 -0.57
C 0.40 -4.72 3.04 -0.57
C 0.35 -4.18 1.79 -0.01
S 2.06 -4.10 1.32 1.18
O 2.32 -2.89 0.55 -0.75
O 2.53 -5.31 0.85 -0.84
C 2.76 -4.01 2.82 -0.75
H 1.91 -4.46 4.68 0.34
H 1.27 -2.95 3.91 0.29
H -0.64 -4.67 3.57 0.16
H 0.55 -5.80 3.06 0.36
H -0.06 -3.22 1.66 -0.10
H -0.24 -4.84 1.06 0.41
H 3.46 -3.16 2.96 0.29
H 3.20 -5.09 2.96 0.32
C -3.48 -2.48 5.15 -0.56
C -3.58 -1.18 5.77 -0.61
C -2.41 -0.40 5.54 -0.75
S -1.93 -0.80 3.97 1.33
O -0.54 -1.17 3.82 -0.75
O -2.43 0.14 3.03 -0.72
C -2.93 -2.24 3.72 -0.06
H -4.44 -3.16 4.99 0.31
H -2.73 -3.19 5.63 0.26
H -3.76 -1.22 6.86 0.38
H -4.43 -0.59 5.42 0.28
H -1.72 -0.86 6.16 0.41
H -2.60 0.65 5.58 0.37
H -2.15 -2.95 3.41 -0.30
H -3.64 -2.03 2.92 0.32
C -4.04 -1.02 -1.50 -0.46
C -4.08 -2.24 -2.36 -1.07
C -2.80 -2.93 -2.17 -1.04
S -1.52 -1.67 -1.96 1.68
O -0.92 -1.51 -3.30 -0.85
O -0.78 -2.12 -0.80 -0.40
C -2.64 -0.37 -1.60 -0.22
H -4.30 -1.38 -0.49 0.16
H -4.99 -0.50 -1.85 0.36
H -3.97 -1.90 -3.33 0.36
H -4.99 -2.62 -2.23 0.58
H -2.72 -3.63 -2.97 0.44
H -2.60 -3.51 -1.25 0.28
H -2.68 0.22 -2.58 0.06
H -2.30 0.16 -0.84 -0.01
C 0.65 3.42 -4.73 -0.42
C 0.51 2.26 -5.66 -0.55
C 0.30 1.15 -4.90 0.07
S 1.50 1.24 -3.61 1.56
O 2.77 0.53 -4.01 -0.95
O 0.85 0.98 -2.34 -0.93
C 1.83 2.97 -3.75 -1.12
H -0.35 3.75 -4.43 0.06
H 1.00 4.27 -5.22 0.58
H 1.52 2.03 -6.32 0.18
H -0.28 2.40 -6.55 0.32
H 0.51 0.08 -5.38 0.25
H -0.84 1.19 -4.38 -0.08
H 2.70 3.13 -4.33 0.50
H 1.85 3.50 -2.85 0.34
C -2.55 2.92 0.67 -0.17
C -3.10 4.31 0.40 -0.99
C -3.02 4.71 -0.88 -0.68
S -1.64 3.82 -1.47 1.55
O -0.61 4.86 -1.67 -0.79
O -1.94 2.99 -2.61 -0.64
C -1.31 2.89 -0.09 2.35
H -3.10 2.23 0.02 0.36
H -2.48 2.59 1.75 0.08
H -2.60 4.95 1.03 0.31
H -4.15 4.04 0.68 0.45
H -2.99 5.84 -1.30 0.35
H -4.09 4.22 -1.56 0.22
H -0.65 3.36 0.64 -1.47
H -1.02 1.92 -0.35 -0.88
```

The value obtained for the HOMO energy is -0.4348 Eh. The relative energy (zero: lowest compared OMol25 entry of this formula, charge and spin) comes out at 53.7 kcal/mol. As for the spin multiplicity: 1. The total charge is +1. As for the LUMO energy: -0.078 Ha. The value obtained for the HOMO-LUMO gap is 9.70 eV.

---

3.
The following is a DFT calculation (ωB97M-V/def2-TZVPD) of a 10-piece molecular cluster, C31H65Cl2F3N10O7S overall in a non-equilibrium geometry.

Structure (XYZ):
```
119
Properties=species:S:1:pos:R:3:mulliken_charge:R:1
C 2.99 -3.08 1.61 -0.81
C 2.89 -4.19 2.60 0.43
O 3.62 -5.15 2.73 -0.43
N 1.76 -4.17 3.62 -0.11
H 2.18 -4.32 4.53 0.38
H 1.32 -3.28 3.50 0.29
C 0.77 -5.44 3.40 -0.69
H 4.04 -2.91 1.38 0.39
H 2.69 -2.15 2.08 0.10
H 2.33 -2.96 0.75 0.35
H 1.13 -6.12 4.18 0.32
H 0.92 -5.81 2.38 0.31
H -0.23 -5.08 3.64 0.37
C -1.73 -1.40 -2.59 -1.41
C -0.73 -0.93 -1.59 0.11
O 0.31 -0.39 -1.96 -0.26
N -0.87 -1.23 -0.10 1.08
H -1.84 -1.08 0.15 0.07
H -0.69 -2.22 -0.06 -0.32
C 0.03 -0.25 0.82 -0.13
H -1.95 -2.47 -2.49 0.47
H -1.30 -1.24 -3.58 0.29
H -2.73 -1.01 -2.39 0.51
H 0.51 0.56 0.28 0.21
H 0.84 -0.89 1.17 -0.23
H -0.64 0.14 1.59 0.14
C 3.32 1.87 6.54 -1.04
C 2.41 2.58 5.68 0.55
O 1.46 3.29 6.05 -0.37
N 2.41 1.96 4.20 -0.17
H 3.37 2.02 3.90 0.40
H 2.04 1.02 4.18 0.32
C 1.72 2.94 3.22 -0.71
H 3.45 2.49 7.43 0.39
H 4.25 1.62 6.04 0.38
H 2.73 1.12 7.06 0.33
H 0.75 3.23 3.63 0.26
H 1.62 2.27 2.36 0.29
H 2.34 3.81 3.02 0.35
C -2.19 -3.87 -5.66 -0.39
C -2.93 -5.04 -5.00 0.44
O -3.00 -5.08 -3.77 -0.43
N -3.85 -5.92 -5.90 -0.09
H -4.63 -6.17 -5.31 0.38
H -4.03 -5.30 -6.68 0.39
C -3.20 -7.12 -6.53 -0.79
H -2.76 -3.39 -6.46 0.49
H -1.28 -4.23 -6.14 0.32
H -1.84 -3.15 -4.91 -0.29
H -2.92 -7.85 -5.77 0.34
H -2.31 -6.70 -7.01 0.34
H -3.91 -7.52 -7.24 0.36
C -3.59 5.03 -5.10 -1.02
C -4.52 4.92 -3.87 -0.44
N -3.71 4.77 -2.63 0.17
C -3.71 5.68 -1.54 -0.56
C -2.88 5.08 -0.55 -0.12
N -2.21 4.06 -1.08 0.24
C -2.79 3.87 -2.38 -0.41
C -1.30 3.12 -0.35 -0.83
H -2.60 4.59 -5.03 0.32
H -3.40 6.07 -5.37 0.34
H -4.11 4.48 -5.88 0.34
H -5.21 4.08 -3.94 0.35
H -5.23 5.75 -3.84 0.36
H -4.42 6.49 -1.43 0.38
H -2.64 5.40 0.46 0.38
H -2.41 3.05 -2.96 0.51
H -0.72 3.71 0.36 0.24
H -0.68 2.58 -1.07 0.16
H -1.98 2.46 0.19 0.57
C 2.95 3.96 -3.51 -1.03
C 3.42 2.92 -4.46 -0.42
N 3.65 1.70 -3.56 0.28
C 2.87 0.66 -3.15 -0.86
C 3.58 -0.17 -2.24 -0.62
N 4.90 0.29 -2.25 0.32
C 4.94 1.40 -3.06 -0.44
C 6.00 -0.32 -1.59 -0.81
H 2.67 4.88 -4.02 0.40
H 3.69 4.26 -2.77 0.36
H 2.22 3.65 -2.76 0.20
H 4.31 3.21 -5.02 0.36
H 2.60 2.69 -5.14 0.28
H 1.85 0.58 -3.50 0.78
H 3.32 -0.98 -1.58 0.74
H 5.86 1.85 -3.41 0.41
H 6.18 0.19 -0.64 0.36
H 6.96 -0.46 -2.09 0.35
H 5.68 -1.31 -1.25 0.26
C -1.32 4.00 7.58 -0.89
C -2.58 3.26 6.99 -0.77
N -2.31 1.98 6.38 0.33
C -2.13 1.71 5.03 -0.58
C -2.15 0.32 4.87 -0.68
N -2.32 -0.28 6.09 0.25
C -2.38 0.75 6.98 -0.28
C -2.11 -1.73 6.23 -0.82
H -0.72 3.35 8.21 0.30
H -1.57 4.85 8.22 0.41
H -0.78 4.24 6.67 0.21
H -3.10 3.88 6.26 0.42
H -3.39 3.01 7.67 0.45
H -1.96 2.47 4.28 0.70
H -1.92 -0.32 4.03 0.47
H -2.63 0.58 8.02 0.47
H -1.51 -1.93 7.11 0.41
H -1.53 -2.23 5.46 0.23
H -3.10 -2.13 6.47 0.35
Cl -3.74 -0.28 1.42 -0.68
Cl -0.96 -4.31 0.79 -0.66
C 2.23 -3.83 -3.63 0.64
F 2.30 -3.00 -2.60 -0.17
F 3.34 -4.57 -3.75 -0.20
F 1.19 -4.58 -3.42 -0.18
S 1.82 -2.91 -5.26 1.08
O 1.91 -3.94 -6.23 -0.39
O 0.46 -2.55 -5.09 -0.38
O 2.79 -1.80 -5.31 -0.41
```

The value obtained for the HOMO energy (alpha / beta) is -0.6259 / -0.6259 Eh. As for the spin multiplicity: 2. The total charge is +5. As for the LUMO energy (alpha / beta): -0.427 / -0.531 Ha. The value obtained for the HOMO-LUMO gap (alpha / beta) is 5.41 / 2.57 eV.

---

4.
The following is a DFT calculation (ωB97M-V/def2-TZVPD) of a 3-piece molecular cluster, C31H65ClN2O11P3S2 overall in a non-equilibrium geometry.

Structure (XYZ):
```
115
Properties=species:S:1:pos:R:3:mulliken_charge:R:1
C 1.34 3.86 -1.20 -1.37
C 0.35 3.83 -2.38 0.01
C -0.23 2.41 -2.60 0.58
C 0.31 1.75 -3.87 -0.79
O -0.43 0.59 -4.36 -0.37
N -1.19 0.00 -3.42 0.85
C -2.55 0.14 -3.28 -0.91
C -3.29 1.01 -4.25 -0.59
C -3.14 0.41 -5.65 0.56
O -2.90 1.08 -6.59 -0.43
Cl -3.28 -1.34 -5.87 -0.13
C -2.95 -0.63 -2.22 0.57
P -4.68 -0.80 -1.64 0.13
S -5.79 -1.35 -3.14 -0.31
N -1.80 -1.25 -1.71 0.48
C -1.74 -2.15 -0.55 -1.10
C -1.25 -1.47 0.76 -0.64
C 0.30 -1.55 0.88 0.10
C 0.80 -1.57 2.33 -0.81
C 2.29 -1.11 2.33 -0.98
C 3.12 -1.82 1.23 -0.05
C 4.62 -1.83 1.59 -0.55
C 5.46 -2.70 0.64 -0.78
C 6.81 -2.09 0.30 -0.66
O 7.44 -1.59 1.47 -0.31
C 8.47 -0.68 1.12 -0.75
C -0.79 -0.86 -2.47 0.12
S 0.93 -1.30 -2.46 -0.08
H 2.32 3.49 -1.54 0.32
H 0.99 3.28 -0.35 0.35
H 1.42 4.89 -0.85 0.42
H -0.48 4.49 -2.11 -0.21
H 0.77 4.21 -3.31 0.39
H -1.32 2.52 -2.62 0.03
H -0.03 1.76 -1.74 -0.21
H 1.36 1.51 -3.71 0.25
H 0.27 2.48 -4.68 0.49
H -4.33 1.18 -3.98 0.71
H -2.75 1.96 -4.31 -0.06
H -5.07 0.51 -1.29 0.15
H -4.74 -1.67 -0.55 0.17
H -2.77 -2.43 -0.34 -0.06
H -1.20 -3.08 -0.76 0.63
H -1.55 -0.42 0.71 0.35
H -1.72 -1.95 1.62 0.55
H 0.69 -0.64 0.42 -0.29
H 0.65 -2.39 0.29 0.56
H 0.25 -0.91 2.99 0.39
H 0.83 -2.61 2.67 0.14
H 2.27 -0.06 2.03 0.30
H 2.76 -1.25 3.31 0.54
H 3.05 -1.28 0.28 0.03
H 2.77 -2.84 1.05 0.32
H 4.75 -2.19 2.62 0.33
H 5.00 -0.80 1.54 0.27
H 4.95 -2.92 -0.30 0.33
H 5.68 -3.67 1.11 0.30
H 6.72 -1.28 -0.45 0.37
H 7.49 -2.83 -0.14 0.40
H 9.25 -0.68 1.88 0.25
H 8.07 0.34 1.05 0.29
H 8.94 -0.94 0.17 0.33
H 1.48 -0.39 -1.63 0.07
O -0.54 7.80 -0.84 -0.78
P -1.99 7.79 -0.48 1.19
O -2.55 8.28 -1.97 -0.30
C -2.58 7.34 -3.03 -0.36
C -3.62 6.25 -2.82 -0.99
O -2.02 9.17 0.40 -0.35
C -0.82 9.74 0.94 -0.34
C -0.20 10.73 -0.03 -1.07
O -3.52 7.41 -0.02 -0.43
C -4.52 8.40 0.30 -0.25
C -4.82 9.45 -0.74 -0.90
H -1.59 6.90 -3.16 0.24
H -2.82 7.90 -3.93 0.35
H -3.37 5.62 -1.95 0.24
H -3.69 5.60 -3.69 0.41
H -4.60 6.68 -2.62 0.25
H -0.11 8.96 1.21 0.34
H -1.09 10.25 1.86 0.33
H -0.17 10.35 -1.05 0.29
H 0.81 10.99 0.27 0.35
H -0.80 11.65 -0.06 0.31
H -4.26 8.87 1.25 0.29
H -5.43 7.82 0.48 0.36
H -3.97 10.11 -0.91 0.25
H -5.65 10.07 -0.41 0.40
H -5.08 9.00 -1.70 0.19
O 0.17 -5.70 3.25 -0.64
P 0.20 -7.15 3.61 0.89
O 1.31 -7.76 2.59 -0.24
C 2.70 -7.48 2.84 -0.31
C 3.22 -8.16 4.09 -0.99
O -1.23 -7.61 2.94 -0.31
C -2.16 -6.65 2.46 -0.43
C -1.91 -6.33 1.00 -0.91
O 0.18 -8.37 4.66 -0.38
C -0.44 -9.65 4.38 -0.22
C 0.01 -10.37 3.13 -0.90
H 2.85 -6.40 2.90 0.26
H 3.25 -7.85 1.97 0.32
H 2.74 -7.77 4.99 0.29
H 4.30 -8.01 4.20 0.41
H 3.02 -9.23 4.06 0.19
H -2.14 -5.76 3.08 0.32
H -3.16 -7.08 2.57 0.35
H -0.85 -6.16 0.79 0.28
H -2.46 -5.43 0.71 0.23
H -2.22 -7.15 0.37 0.34
H -1.52 -9.53 4.38 0.25
H -0.21 -10.27 5.24 0.37
H -0.26 -9.83 2.22 0.24
H -0.46 -11.35 3.09 0.40
H 1.09 -10.50 3.12 0.19
```

The value obtained for the HOMO energy is -0.4152 Eh. As for the spin multiplicity: 1. The total charge is +1. As for the LUMO energy: -0.120 Ha. The value obtained for the HOMO-LUMO gap is 8.03 eV.

---

| no. | E (eV) |
| --- | --- |
| 1 | -203356.744 |
| 2 | -141210.817 |
| 3 | -106411.613 |
| 4 | -120755.275 |